[1]
Density functional theory data (ωB97M-V with the def2-TZVPD basis set) for a molecular structure, C24H62Cl6O24P5 in a non-equilibrium geometry.

Element x y z (Å)
C -0.582 0.045 -0.574
C -0.130 -1.378 -0.632
O 0.680 -1.704 -1.529
O -0.576 -2.192 0.163
H -0.993 0.183 0.426
H -1.333 0.235 -1.341
H 0.223 0.727 -0.849
C 2.665 -0.577 -2.728
Cl 2.147 0.868 -1.836
Cl 2.583 -0.366 -4.462
H 3.680 -0.865 -2.454
H 1.986 -1.394 -2.484
C -2.500 -0.582 1.718
Cl -4.253 -0.455 1.633
Cl -1.961 -1.072 3.345
H -2.089 -1.328 1.038
H -2.040 0.372 1.461
C -0.290 -0.577 -3.499
Cl -0.572 -1.004 -5.204
Cl -0.209 1.194 -3.338
H -1.119 -1.010 -2.940
H 0.654 -1.046 -3.223
C 2.135 2.646 2.516
O 1.682 1.435 3.052
P 0.255 1.188 3.799
O -0.161 2.324 4.670
O -0.731 0.841 2.561
C -0.994 1.887 1.709
O 0.457 -0.233 4.614
C -0.544 -0.645 5.523
H 1.584 3.470 2.967
H 2.109 2.715 1.428
H 3.160 2.747 2.873
H -2.061 2.110 1.717
H -0.613 1.745 0.697
H -0.623 2.827 2.117
H -0.121 -0.987 6.468
H -1.097 -1.520 5.182
H -1.260 0.143 5.759
C 3.034 -6.004 1.766
O 2.794 -4.705 2.305
P 1.559 -3.796 1.778
O 1.491 -3.664 0.324
O 0.294 -4.559 2.480
C 0.372 -4.780 3.861
O 1.619 -2.398 2.596
C 0.499 -1.473 2.571
H 3.561 -5.989 0.812
H 2.086 -6.495 1.546
H 3.598 -6.568 2.509
H 0.757 -5.792 3.986
H -0.594 -4.668 4.352
H 1.099 -4.075 4.265
H -0.016 -1.501 3.531
H -0.269 -1.664 1.821
H 0.833 -0.466 2.322
C 5.316 -0.587 -0.580
O 4.155 -1.206 -1.143
P 3.306 -2.334 -0.347
O 2.281 -3.060 -1.140
O 4.521 -3.210 0.253
C 5.126 -4.304 -0.512
O 2.812 -1.565 0.972
C 1.971 -0.446 0.801
H 5.158 0.483 -0.444
H 6.152 -0.693 -1.272
H 5.754 -1.036 0.311
H 4.740 -4.482 -1.516
H 5.053 -5.253 0.020
H 6.198 -4.121 -0.589
H 2.344 0.361 1.431
H 0.939 -0.657 1.080
H 1.965 0.029 -0.180
C -2.069 1.788 -1.624
O -1.803 2.774 -0.604
P -2.324 4.281 -0.876
O -2.041 5.266 0.191
O -3.911 3.966 -1.205
C -4.825 5.009 -0.958
O -1.762 4.706 -2.390
C -0.684 5.689 -2.657
H -1.117 1.286 -1.796
H -2.505 2.256 -2.507
H -2.760 0.992 -1.348
H -5.533 5.121 -1.780
H -4.425 6.011 -0.798
H -5.310 4.663 -0.045
H -0.459 6.247 -1.748
H -0.932 6.226 -3.572
H 0.249 5.189 -2.916
C -3.602 -2.704 0.421
O -3.795 -2.982 -1.009
P -2.614 -2.757 -2.149
O -1.236 -3.257 -1.828
O -2.698 -1.125 -2.307
C -3.915 -0.598 -2.822
O -3.312 -3.243 -3.584
C -2.508 -3.047 -4.776
H -3.874 -3.550 1.053
H -4.236 -1.882 0.751
H -2.571 -2.470 0.689
H -4.379 0.011 -2.047
H -4.667 -1.365 -3.006
H -3.782 0.077 -3.667
H -1.591 -3.636 -4.739
H -2.228 -2.003 -4.920
H -3.025 -3.322 -5.696
O 0.031 4.225 1.992
C 0.305 4.771 0.890
O 0.607 4.104 -0.274
C 0.644 2.680 -0.431
C 0.692 2.426 -1.945
C 0.239 6.309 0.710
H -0.279 2.259 -0.033
H 1.498 2.249 0.091
H 1.592 2.805 -2.429
H -0.109 2.931 -2.485
H 0.685 1.347 -2.101
H -0.665 6.625 0.189
H 1.037 6.752 0.114
H 0.309 6.812 1.675

Summary:
**HOMO-LUMO gap**: 6.706 eV
**Net charge**: -1
**E_LUMO**: 2.187 eV

[2]
Density functional theory data (ωB97M-V with the def2-TZVPD basis set) for 8 unconnected molecules or ions with the total composition C24H63BO11 in a non-equilibrium geometry.

Element x y z (Å)
C 0.666 -3.525 4.256
C 0.679 -2.686 2.830
B 0.247 -3.579 1.517
O -1.218 -3.622 1.172
O 1.154 -4.312 0.612
C 1.727 -5.511 1.243
O 1.091 -6.355 2.067
O 3.146 -5.830 0.875
H -0.292 -3.244 4.910
H 0.569 -4.665 3.996
H 1.662 -3.327 4.872
H -0.165 -1.850 2.952
H 1.688 -2.082 2.697
H -1.222 -3.233 0.227
H 3.672 -4.958 0.864
C 1.180 1.551 -0.678
C 1.179 0.033 -0.761
C 1.618 -0.448 -2.135
O -0.132 -0.454 -0.486
H 0.482 1.983 -1.404
H 0.850 1.883 0.312
H 2.178 1.956 -0.869
H 1.848 -0.378 0.004
H 0.935 -0.086 -2.912
H 1.600 -1.542 -2.183
H 2.629 -0.103 -2.369
H -0.733 -0.095 -1.160
C -5.730 1.398 -1.919
C -4.384 0.696 -2.014
C -4.123 -0.169 -0.792
O -3.351 1.670 -2.133
H -5.766 2.060 -1.047
H -5.899 2.027 -2.800
H -6.548 0.675 -1.843
H -4.355 0.076 -2.917
H -4.102 0.437 0.121
H -3.146 -0.659 -0.868
H -4.893 -0.939 -0.681
H -3.369 2.225 -1.335
C 5.748 -4.343 -3.699
C 5.697 -4.455 -2.183
C 5.469 -5.892 -1.741
O 4.645 -3.634 -1.683
H 4.802 -4.667 -4.147
H 5.900 -3.301 -4.002
H 6.558 -4.951 -4.113
H 6.635 -4.083 -1.755
H 4.513 -6.271 -2.121
H 5.423 -5.956 -0.649
H 6.271 -6.546 -2.097
H 3.809 -3.957 -2.058
C -1.482 6.839 -0.998
C -1.483 5.321 -1.081
C -1.044 4.840 -2.455
O -2.794 4.833 -0.806
H -2.180 7.271 -1.724
H -1.812 7.171 -0.008
H -0.484 7.244 -1.189
H -0.814 4.910 -0.316
H -1.726 5.201 -3.233
H -1.061 3.746 -2.503
H -0.033 5.185 -2.689
H -3.394 5.193 -1.480
C -4.959 -1.032 3.635
C -3.731 -1.899 3.412
C -4.099 -3.372 3.330
O -2.813 -1.701 4.484
H -5.455 -1.289 4.577
H -4.677 0.024 3.704
H -5.678 -1.149 2.818
H -3.227 -1.594 2.489
H -4.565 -3.712 4.262
H -3.204 -3.985 3.182
H -4.793 -3.559 2.504
H -3.252 -1.970 5.308
C 4.778 -2.101 8.170
C 4.376 -2.557 6.776
C 5.069 -1.734 5.702
O 2.964 -2.434 6.628
H 4.495 -1.056 8.337
H 4.263 -2.694 8.932
H 5.858 -2.199 8.321
H 4.628 -3.616 6.648
H 4.796 -0.676 5.782
H 4.761 -2.065 4.705
H 6.158 -1.821 5.779
H 2.732 -1.497 6.740
C -2.640 8.172 -6.624
C -1.577 7.172 -6.199
C -1.164 6.276 -7.356
O -2.082 6.368 -5.136
H -3.545 7.659 -6.968
H -2.936 8.801 -5.778
H -2.276 8.816 -7.430
H -0.700 7.707 -5.817
H -2.017 5.696 -7.726
H -0.407 5.554 -7.032
H -0.756 6.864 -8.184
H -2.861 5.889 -5.466

Summary:
**HOMO-LUMO gap**: 10.411 eV
**E_LUMO**: 0.484 eV

In order of appearance, electronic energy = -7224.6062, -1804.6846 hartree.
In order of appearance, HOMO level = -4.519, -9.926 eV.